# 1
{"formula": "C22H25F2N5RhSi", "method": "the ωB97M-V functional and the def2-TZVPD basis", "elements": ["Rh", "N", "C", "C", "N", "C", "C", "N", "C", "C", "N", "H", "H", "H", "H", "H", "H", "C", "Si", "C", "C", "N", "C", "C", "C", "C", "C", "C", "F", "H", "H", "H", "H", "H", "H", "H", "H", "H", "H", "H", "H", "H", "F", "C", "C", "C", "C", "C", "C", "C", "H", "H", "H", "H", "H", "H"], "positions_angstrom": [[0.48198, 0.00927, 0.20628], [3.77303, 2.30642, 0.55106], [4.04832, 1.80316, -0.74423], [3.19265, 0.79955, -0.97106], [2.31246, 0.72729, 0.03885], [2.68962, 1.61804, 0.99663], [1.82916, 1.58852, 2.12681], [0.76236, 0.81165, 2.00352], [0.11266, 0.78737, 3.21005], [0.84711, 1.57070, 4.07609], [1.90365, 2.09809, 3.37901], [4.34592, 3.03089, 0.96895], [4.89262, 2.14461, -1.33300], [3.11853, 0.16063, -1.83679], [-0.81013, 0.24974, 3.38402], [0.61898, 1.77663, 5.13644], [2.62719, 2.69094, 3.73576], [-3.01780, -1.06829, 0.66987], [-2.51793, -0.28049, -0.96266], [-4.01937, 0.51389, -1.73159], [-1.62246, -1.71400, -1.90714], [-1.08646, 0.77633, -0.71084], [-1.05951, 2.14069, -0.65594], [-2.11054, 2.72725, 0.02086], [-2.20668, 4.11540, 0.04642], [-1.29484, 4.92872, -0.61793], [-0.20950, 4.34278, -1.31287], [-0.14151, 3.00200, -1.40975], [0.76489, 2.40383, -2.23103], [-4.11230, -0.96521, 0.81383], [-2.49429, -0.57719, 1.49656], [-2.74486, -2.15283, 0.71084], [-4.50843, -0.27243, -2.32619], [-3.69339, 1.28693, -2.47637], [-4.74010, 0.90769, -0.98859], [-2.31809, -2.30151, -2.59495], [-1.21616, -2.41923, -1.14280], [-0.78305, -1.41130, -2.56716], [-2.82047, 2.08663, 0.56355], [-3.02103, 4.57735, 0.61974], [-1.38586, 6.00609, -0.58271], [0.51244, 5.01378, -1.81463], [0.62052, -6.36064, -2.40387], [0.94727, -5.51767, -1.39110], [1.87088, -4.50253, -1.70101], [2.02868, -3.37558, -0.88490], [1.15871, -3.14875, 0.18693], [1.08223, -1.92542, 1.05991], [0.34439, -4.26762, 0.53072], [0.10104, -5.39765, -0.28299], [2.46619, -4.51459, -2.61180], [2.80782, -2.61291, -1.10103], [2.10132, -1.58788, 1.38311], [0.49743, -2.20673, 1.94241], [-0.21167, -4.30291, 1.47942], [-0.71365, -6.11953, -0.04268]], "atomic_forces_ev_per_a": [[-2.8, -3.5, -1.9], [-0.2, -0.7, -1.2], [1.4, 0.8, 1.1], [-0.2, 0.1, -1.0], [2.4, 1.9, 1.0], [0.7, -0.6, -2.3], [-0.4, 0.3, 1.1], [-0.3, 1.5, 2.6], [1.1, 0.9, 0.5], [-1.3, -0.2, 1.0], [-0.3, -0.7, -0.5], [-0.5, -0.2, 0.2], [-0.2, 0.1, 0.3], [0.0, 0.1, 0.0], [0.2, 0.1, -0.1], [0.5, 0.0, -0.9], [0.1, 0.1, 0.2], [-0.2, -0.4, 0.2], [1.0, -1.6, -0.3], [0.5, 0.5, -0.8], [-0.7, -0.4, -0.8], [0.6, -0.7, -0.1], [0.1, 1.1, -1.6], [0.0, 1.1, 0.5], [-0.6, 0.7, 0.4], [0.4, -0.8, 0.3], [-0.3, 2.0, -0.2], [-0.7, -2.5, 0.9], [-0.3, 0.2, 0.6], [0.6, -0.1, 0.1], [-0.2, 0.0, 0.1], [-0.3, 0.9, -0.1], [0.0, 0.2, 0.2], [-0.5, -0.4, 0.7], [0.5, -0.1, -0.5], [0.7, 0.6, 1.0], [-0.3, 0.4, -0.6], [-0.4, 0.1, 0.5], [0.3, 0.4, -0.3], [0.3, -0.2, -0.4], [0.0, -0.1, 0.0], [-0.5, -0.7, 0.2], [0.4, -0.3, 0.7], [-1.1, 1.6, -1.0], [0.4, 0.1, 0.4], [-0.1, 0.5, -0.2], [-0.3, -1.2, 1.0], [1.1, -1.3, -0.2], [-1.0, -0.3, 0.0], [1.0, 0.3, 0.2], [-0.2, -0.5, 0.1], [-0.7, -0.6, -0.2], [-0.7, -0.2, -0.2], [0.0, 0.5, -0.1], [0.1, 0.6, -0.4], [1.0, 0.6, -0.2]], "total_charge": 1, "fmax_ev_per_a": 4.91, "e_tot_ha": -1726.566414, "multiplicity": 5}



# 2
{"formula": "C22H25N3O2", "method": "the ωB97M-V functional and the def2-TZVPD basis", "elements": ["C", "H", "H", "H", "C", "N", "C", "O", "C", "H", "H", "C", "C", "N", "N", "C", "O", "C", "H", "H", "C", "H", "H", "C", "C", "C", "C", "C", "C", "C", "H", "H", "H", "H", "H", "H", "H", "H", "H", "H", "C", "C", "C", "C", "C", "C", "H", "H", "H", "H", "H", "H"], "positions_angstrom": [[2.62355, -0.95305, 3.76776], [2.63987, -1.83952, 4.39673], [3.45032, -1.00555, 3.06371], [2.75401, -0.07375, 4.39320], [1.28637, -0.86883, 3.02329], [1.09491, -2.05408, 2.20743], [0.17384, -2.98773, 2.49944], [-0.55787, -2.93998, 3.46836], [0.11927, -4.14218, 1.49985], [1.10641, -4.33308, 1.08052], [-0.22660, -5.02474, 2.03856], [-0.87196, -3.83384, 0.37623], [-0.35533, -2.81718, -0.56905], [0.83528, -2.31985, -0.64304], [0.84247, -1.44567, -1.67671], [-0.34244, -1.44870, -2.18610], [-1.16091, -2.30718, -1.52711], [-0.87496, -0.67120, -3.32837], [-1.04890, -1.36067, -4.16060], [-1.84619, -0.26605, -3.03077], [0.05630, 0.45405, -3.77414], [0.99489, 0.02507, -4.12638], [-0.42109, 0.97582, -4.60596], [0.36537, 1.44925, -2.64807], [-0.88363, 2.00001, -2.02255], [-1.37300, 1.47097, -0.83471], [-2.53668, 1.96008, -0.26879], [-3.23006, 2.98694, -0.88614], [-2.75212, 3.52183, -2.07042], [-1.58791, 3.03014, -2.63334], [-1.21599, 3.45421, -3.55573], [-3.28692, 4.32593, -2.55510], [-4.13775, 3.37148, -0.44473], [-2.89994, 1.54017, 0.65785], [-0.82950, 0.67794, -0.34120], [0.95926, 2.26523, -3.06485], [0.95988, 0.94003, -1.89069], [-1.81708, -3.47715, 0.79532], [-1.09009, -4.74383, -0.19219], [1.57449, -2.10398, 1.31774], [1.22138, 0.38974, 2.19140], [0.31693, 1.39476, 2.50833], [0.28577, 2.57206, 1.78110], [1.16351, 2.75966, 0.72800], [2.06452, 1.76051, 0.40087], [2.09007, 0.58104, 1.12335], [2.79343, -0.19169, 0.85000], [2.75554, 1.90174, -0.41707], [1.14083, 3.67820, 0.16080], [-0.42566, 3.34379, 2.03555], [-0.36658, 1.25284, 3.33334], [0.47073, -0.87403, 3.75504]], "atomic_forces_ev_per_a": [[-0.3, 0.0, 0.0], [0.0, -0.1, 0.1], [0.1, 0.0, -0.1], [0.1, 0.1, 0.1], [0.1, 0.0, 0.3], [0.3, 0.3, 0.1], [0.3, -0.4, -0.3], [-0.4, -0.1, 0.3], [-0.2, 0.1, 0.1], [0.0, -0.1, 0.0], [0.1, 0.1, 0.0], [-0.2, -0.1, 0.0], [0.4, 0.1, 0.0], [-0.3, -1.0, 0.8], [-0.1, 0.8, -1.1], [0.3, 0.0, 0.0], [-0.1, 0.0, 0.1], [-0.1, 0.0, -0.2], [-0.1, 0.0, 0.0], [0.0, 0.0, -0.1], [0.0, -0.1, 0.2], [0.0, 0.0, -0.1], [0.0, 0.0, 0.0], [0.0, 0.0, -0.1], [0.1, 0.0, 0.0], [0.0, 0.0, -0.1], [-0.1, 0.0, 0.0], [-0.1, 0.0, 0.1], [-0.1, 0.1, -0.1], [0.0, 0.0, 0.0], [0.1, 0.1, -0.1], [0.0, 0.1, 0.0], [-0.1, 0.0, 0.0], [0.0, 0.0, 0.1], [0.1, -0.1, 0.1], [0.1, 0.0, 0.0], [0.0, 0.1, -0.1], [0.0, -0.1, 0.0], [0.0, 0.1, 0.1], [-0.1, -0.1, 0.0], [-0.1, 0.0, 0.0], [0.0, 0.0, 0.0], [0.0, 0.1, 0.0], [0.0, 0.1, 0.0], [0.1, 0.0, 0.0], [-0.1, 0.0, 0.0], [0.1, -0.1, 0.0], [0.0, 0.0, -0.1], [0.0, 0.1, -0.1], [-0.1, 0.1, 0.0], [-0.1, 0.0, 0.1], [0.1, 0.1, -0.2]], "total_charge": 0, "fmax_ev_per_a": 1.33, "smiles": "C[C@H](NC(=O)CCc1nnc(CCCc2ccccc2)o1)c1ccccc1", "relative_energy_ev": 1.128, "e_tot_ha": -1168.117798}



# 3
{"formula": "C22H25N3O2S", "method": "the ωB97M-V functional and the def2-TZVPD basis", "elements": ["C", "H", "O", "C", "C", "C", "C", "C", "C", "H", "H", "C", "C", "C", "C", "C", "C", "C", "C", "H", "H", "O", "C", "H", "H", "H", "H", "H", "S", "C", "N", "N", "C", "H", "C", "N", "C", "H", "H", "H", "C", "C", "H", "H", "H", "H", "H", "H", "H", "H", "H", "H", "H"], "positions_angstrom": [[-2.79219, 1.36459, 6.03298], [-2.15414, 0.59811, 6.48541], [-2.10732, 2.09015, 5.04266], [-1.64362, 1.42029, 3.94883], [-0.99145, 2.19933, 2.99024], [-0.48102, 1.62632, 1.84828], [-0.60022, 0.25301, 1.63085], [-1.26808, -0.51410, 2.57860], [-1.78177, 0.05454, 3.72998], [-2.28707, -0.57642, 4.44464], [-1.38003, -1.57367, 2.40632], [-0.10224, -0.38470, 0.41440], [1.01939, -0.04303, -0.29898], [2.09043, 0.88624, -0.00146], [2.75219, 1.55652, -1.02644], [3.78817, 2.43406, -0.76447], [4.19359, 2.65587, 0.54603], [3.54858, 1.97220, 1.57964], [2.52049, 1.09949, 1.31227], [2.04384, 0.56751, 2.12124], [3.88362, 2.14048, 2.59092], [5.19761, 3.49771, 0.92508], [5.89050, 4.20563, -0.07230], [5.22353, 4.86891, -0.63309], [6.39828, 3.52904, -0.76786], [6.63351, 4.80430, 0.45253], [4.26832, 2.93486, -1.59062], [2.44655, 1.39120, -2.05009], [1.11161, -1.03124, -1.74962], [-0.37545, -1.83470, -1.22948], [-0.85317, -1.39393, -0.11581], [-0.91721, -2.82759, -1.95286], [-0.43741, -3.18460, -3.26745], [0.16449, -2.36074, -3.66080], [-1.64569, -3.45152, -4.19114], [-2.77153, -2.59472, -3.89413], [-2.51488, -1.19051, -4.14733], [-3.45878, -0.64981, -4.08419], [-2.12869, -1.08561, -5.16044], [-1.80391, -0.72686, -3.45139], [-3.29339, -2.87041, -2.56111], [-2.20484, -3.36969, -1.58551], [-2.42303, -3.05661, -0.56578], [-2.13357, -4.46221, -1.61936], [-4.07255, -3.63659, -2.64971], [-3.75294, -1.96139, -2.17277], [-1.98470, -4.48471, -4.07992], [-1.35018, -3.30309, -5.23154], [0.20288, -4.07511, -3.21000], [0.00687, 2.24582, 1.11116], [-0.90487, 3.25993, 3.16638], [-3.69729, 0.89433, 5.63434], [-3.07121, 2.09312, 6.79285]], "atomic_forces_ev_per_a": [[-0.1, -0.1, 0.2], [0.0, 0.0, 0.0], [0.2, 0.1, -0.3], [0.1, 0.0, -0.1], [-0.1, 0.0, 0.2], [-0.1, -0.1, 0.1], [-0.2, 0.0, 0.3], [0.2, 0.1, -0.2], [-0.2, 0.1, 0.4], [0.0, 0.0, 0.1], [0.0, -0.1, 0.0], [0.8, 0.3, -0.7], [-0.7, -0.5, 0.0], [0.4, 0.3, -0.1], [-0.2, -0.2, 0.2], [0.4, 0.3, 0.1], [-0.1, -0.1, 0.0], [0.1, 0.2, 0.0], [0.1, 0.0, -0.2], [0.0, 0.0, 0.1], [0.0, 0.0, 0.1], [-0.2, -0.2, 0.2], [0.1, 0.1, -0.2], [0.0, 0.0, 0.0], [0.0, 0.0, 0.0], [0.0, 0.0, -0.1], [0.1, 0.1, 0.0], [0.0, 0.0, -0.1], [-0.5, -0.1, 0.5], [0.9, 0.4, -0.2], [-0.6, -0.4, 0.2], [-0.2, -0.2, -0.2], [0.1, -0.2, -0.1], [-0.1, -0.1, 0.0], [0.0, 0.0, 0.0], [0.0, 0.0, -0.1], [0.0, 0.0, 0.0], [0.0, 0.1, 0.0], [0.0, 0.1, -0.1], [0.1, 0.1, 0.0], [-0.1, -0.2, 0.1], [-0.3, 0.0, 0.0], [0.0, -0.1, -0.1], [-0.1, 0.0, 0.1], [0.0, 0.1, 0.2], [0.0, 0.0, 0.0], [0.1, 0.0, -0.1], [0.0, -0.1, 0.0], [0.0, 0.1, -0.1], [0.0, 0.1, -0.1], [0.0, 0.1, 0.0], [0.0, 0.0, 0.0], [0.0, -0.1, 0.0]], "total_charge": 0, "fmax_ev_per_a": 1.14, "smiles": "COc1ccc(-c2nc(N3CCN(C)CC3)sc2-c2ccc(OC)cc2)cc1", "relative_energy_ev": 1.353, "e_tot_ha": -1566.241443}



# 4
{"formula": "C22H25N3O3", "method": "the ωB97M-V functional and the def2-TZVPD basis", "elements": ["C", "H", "O", "C", "C", "C", "C", "C", "C", "O", "N", "H", "C", "C", "C", "N", "N", "C", "H", "C", "C", "C", "C", "C", "C", "H", "C", "H", "H", "H", "C", "H", "H", "H", "H", "H", "C", "H", "C", "C", "H", "H", "H", "H", "H", "H", "O", "H", "H", "H", "H", "H", "H"], "positions_angstrom": [[-8.66843, 0.11456, 1.17245], [-8.41394, 0.51162, 2.16337], [-7.52779, -0.01565, 0.36506], [-6.57069, -0.90293, 0.90837], [-5.41593, -1.00882, -0.02919], [-5.23818, -1.75656, -1.15939], [-3.95545, -1.43616, -1.64929], [-3.43538, -0.50944, -0.78416], [-2.11956, 0.15759, -0.80367], [-1.27299, -0.11454, -1.63372], [-1.97413, 1.09085, 0.16574], [-2.73303, 1.21303, 0.81563], [-0.72326, 1.79105, 0.41444], [0.38586, 0.82343, 0.67788], [1.66679, 0.96055, 0.18411], [2.36273, -0.12312, 0.60997], [1.59158, -0.94180, 1.33752], [0.40254, -0.38210, 1.39588], [-0.39376, -0.85580, 1.93559], [3.69469, -0.48911, 0.35497], [3.97193, -1.80563, 0.01191], [5.27779, -2.18493, -0.22851], [6.32416, -1.27718, -0.13500], [6.04635, 0.04307, 0.23252], [4.73574, 0.42097, 0.48117], [4.52992, 1.43088, 0.80293], [7.15258, 1.04413, 0.37024], [7.67919, 1.16523, -0.57598], [7.87870, 0.71340, 1.11200], [6.76341, 2.01200, 0.67553], [7.73056, -1.71190, -0.41085], [7.76056, -2.76214, -0.68887], [8.16227, -1.12586, -1.22175], [8.35664, -1.56887, 0.46956], [5.48966, -3.20938, -0.49862], [3.16022, -2.51184, -0.05522], [2.10671, 2.04806, -0.72975], [2.12895, 1.65987, -1.75329], [1.09498, 3.19420, -0.63456], [-0.33348, 2.67476, -0.78134], [-0.40547, 2.06794, -1.68419], [-1.03490, 3.50722, -0.86347], [1.20240, 3.69305, 0.33238], [1.30025, 3.92724, -1.41642], [3.10804, 2.40909, -0.49328], [-0.88704, 2.41998, 1.30007], [-4.32803, -0.24936, 0.20301], [-3.46622, -1.82657, -2.51716], [-5.93859, -2.44641, -1.58278], [-7.02160, -1.89736, 1.05364], [-6.21854, -0.53001, 1.88288], [-9.17771, -0.84899, 1.30054], [-9.33031, 0.81031, 0.66157]], "atomic_forces_ev_per_a": [[-0.1, 0.0, 0.1], [0.0, 0.0, 0.0], [0.2, 0.0, -0.2], [0.1, 0.1, 0.0], [-0.6, -0.6, -0.3], [-0.1, 0.3, 0.6], [0.5, 0.6, 0.4], [-0.2, -0.8, -0.9], [-0.2, 0.2, 0.2], [0.0, -0.1, -0.1], [-0.1, 0.2, 0.3], [0.0, 0.0, -0.1], [0.2, 0.0, -0.3], [0.5, 0.2, 0.0], [-0.5, 0.1, 0.1], [-0.5, 0.4, 0.0], [0.0, -0.7, 0.5], [0.2, 0.2, -0.2], [-0.1, -0.2, 0.1], [0.6, -0.4, -0.1], [-0.2, 0.2, 0.0], [0.0, 0.1, 0.0], [-0.1, 0.0, 0.0], [-0.1, -0.1, -0.1], [-0.2, -0.1, 0.0], [0.0, 0.1, 0.0], [0.0, -0.1, 0.0], [0.1, 0.1, 0.0], [0.1, 0.0, 0.0], [0.0, 0.1, 0.0], [0.0, 0.0, 0.0], [0.0, -0.1, 0.0], [0.1, 0.0, -0.1], [0.1, 0.0, 0.0], [0.0, -0.1, 0.0], [-0.1, -0.1, 0.0], [0.1, 0.1, 0.0], [0.1, 0.0, 0.0], [-0.1, -0.1, -0.1], [0.0, 0.2, 0.2], [-0.1, 0.0, 0.0], [0.0, 0.0, 0.0], [0.1, 0.1, 0.0], [0.0, 0.0, 0.1], [0.0, 0.0, -0.1], [0.0, -0.1, -0.2], [0.2, 0.3, 0.2], [0.2, 0.0, -0.2], [-0.2, -0.1, 0.0], [0.1, 0.1, 0.0], [0.0, -0.1, -0.1], [0.0, 0.0, 0.0], [-0.1, 0.0, 0.1]], "total_charge": 0, "fmax_ev_per_a": 1.26, "smiles": "COCc1ccc(C(=O)N[C@@H]2CCCc3c2cnn3-c2ccc(C)c(C)c2)o1", "relative_energy_ev": 3.190, "e_tot_ha": -1243.315663}



- Number 4 is which compound?
  C22H25N3O3